The following is a DFT calculation (ωB97M-V with the def2-TZVPD basis set) of a cluster of 2 separate species, C5H12NOS in total.

Structure (XYZ):
```
20
C5H12NOS (ωB97M-V with the def2-TZVPD basis set)
S 4.48466 0.18819 0.51410
O -1.31082 -1.74843 -1.56621
N -0.81832 1.06436 -0.76843
C -2.30380 0.48052 1.07239
C 2.71262 0.03350 0.27938
C -2.16565 -1.25377 -0.80904
C -1.37749 -0.01430 0.19953
C -3.70137 0.82558 0.69887
H -0.45781 -0.53036 0.43413
H -1.50718 1.71294 -0.36564
H -2.20748 0.15754 2.10914
H -4.00628 1.73200 1.22311
H -4.40129 0.03437 0.99116
H -1.16809 0.93526 -1.70867
H -3.04398 -0.82406 -1.33859
H 2.34463 0.57700 -0.60323
H -2.58291 -1.86871 0.01512
H 2.02980 0.42740 1.05351
H -3.76042 0.92999 -0.38141
H 2.37712 -1.00732 0.16932
```

- HOMO energy: -1.8 eV
- ΔE to the lowest compared entry with this formula, charge and spin: 608.5 kJ/mol
- Lowest unoccupied orbital energy: 0.820 eV
- Charge: -1